15
Properties=species:S:1:pos:R:3 method="wB97M-V/def2-TZVPD" orbital_gap_ev=10.15 charge=+1 spin_multiplicity=1 e_above_lowest_kj_mol=283.06 fmax_ev_per_a=6.05 e_homo_ev=-14.170
C 2.8882 -0.0044 -0.0545
C -0.2113 1.5006 0.0904
C -0.3594 0.2746 -0.3588
C 0.7260 -0.4599 -1.1298
C -1.5231 -0.4118 0.3506
N 3.8502 0.5363 0.3643
O 1.8956 -0.6001 -0.2424
H -0.9466 1.8865 0.7616
H 0.7103 2.0948 0.0896
H 4.6303 1.0747 0.4205
H 1.2507 0.1553 -1.9099
H 0.4186 -1.4089 -1.5097
H -1.2590 -1.1338 1.1562
H -2.2935 -0.8435 -0.3376
H -2.0959 0.3725 0.8061

16
Properties=species:S:1:pos:R:3 method="wB97M-V/def2-TZVPD" orbital_gap_ev=9.65 spin_multiplicity=1 e_above_lowest_kj_mol=447.48 fmax_ev_per_a=3.64 e_homo_ev=-9.171
C -1.2538 -0.8584 -1.2976
C -0.9412 -0.1703 0.0423
C 0.4208 0.4650 -0.0293
O 0.3167 1.6632 -0.7827
C 1.3598 0.8258 1.1337
C 1.3551 -0.4122 1.9379
N 1.3233 -1.5400 1.6195
H -0.4973 -1.6183 -1.5259
H -2.2314 -1.3446 -1.2520
H -1.2681 -0.1542 -2.1406
H -0.9042 -0.9098 0.8376
H -1.7314 0.5600 0.2699
H 1.0881 -0.9264 -0.0004
H -0.6024 1.8107 -1.0791
H 1.1951 1.8170 1.5529
H 2.3711 0.7925 0.7138

31
Properties=species:S:1:pos:R:3 method="wB97M-V/def2-TZVPD" orbital_gap_ev=5.16 charge=+1 spin_multiplicity=1 fmax_ev_per_a=1.84 e_homo_ev=-10.676
C 1.4599 -2.4597 0.5637
C 1.5286 -1.0443 -0.0309
P 0.9249 0.2410 1.1439
C 1.3915 1.9217 0.5428
C 2.7127 1.8547 -0.2041
C -0.9372 0.1698 1.3579
C -1.7392 1.2482 0.6410
C -2.1128 0.9349 -0.8169
S -1.8797 -0.7298 -1.3989
O -3.0719 -1.2321 -1.9471
O -0.7899 -0.7041 -2.3679
O -1.4048 -1.6590 -0.2469
C -1.5537 -1.1724 1.1119
H 2.4060 -2.9644 0.4574
H 1.1564 -2.4307 1.6013
H 0.7380 -3.0362 0.0023
H 2.5710 -0.8053 -0.1888
H 1.0766 -1.0019 -1.0129
H 0.6390 2.4325 -0.0513
H 1.5644 2.5150 1.4294
H 3.1260 2.8443 -0.3277
H 3.4381 1.2945 0.3734
H 2.5962 1.3741 -1.1642
H -1.0966 0.3669 2.4088
H -2.6671 1.3385 1.1952
H -1.2575 2.2099 0.7176
H -1.5798 1.5733 -1.5074
H -3.1650 1.1204 -0.9679
H -1.0882 -1.9042 1.7533
H -2.6025 -1.1372 1.3913
Ag -0.3835 -1.1584 -4.4583

19
Properties=species:S:1:pos:R:3 method="wB97M-V/def2-TZVPD" orbital_gap_ev="7.79 / 8.72" charge=+1 spin_multiplicity=1 e_above_lowest_kj_mol=603.25 fmax_ev_per_a=4.87 e_homo_ev="-12.538 / -13.487"
C -1.0615 -0.0741 -0.0652
C -0.7533 -0.5065 1.2659
C 0.5084 -1.0870 1.4326
C 1.7862 0.3800 -2.0000
C 0.2800 0.7959 -2.1415
C 1.2023 -0.7541 -1.1359
C -1.6775 0.1654 2.2088
O -0.0602 -0.0480 -1.0138
H -1.7468 0.6459 -0.3401
H 1.2087 -0.9192 2.2501
H 0.9813 -1.8146 0.8346
H 2.1955 0.0808 -2.9109
H 2.2776 1.1882 -1.5909
H -0.1042 1.9384 -1.9863
H -0.1341 0.5795 -3.1584
H 1.1973 -1.7967 -1.3663
H -1.5457 -0.4259 3.1376
H -2.6747 0.1076 1.9522
H -1.4212 1.1509 2.4344

13
Properties=species:S:1:pos:R:3 method="wB97M-V/def2-TZVPD" orbital_gap_ev=8.78 spin_multiplicity=1 e_above_lowest_kj_mol=444.13 fmax_ev_per_a=6.75 e_homo_ev=-9.019
C -1.3131 -0.0499 -0.2272
C 0.1796 -0.0090 -0.3549
C 1.1402 0.9306 0.0114
H -1.4835 -2.1148 0.2234
H -3.1469 -1.1396 0.9512
H -1.2795 1.7763 -0.3908
H 1.1213 1.9443 0.3449
H 3.2057 0.7232 0.3341
N -1.8718 -1.2385 0.0249
N -1.9832 1.0870 -0.3106
N 2.3224 0.2878 -0.0006
N 2.1629 -0.9717 -0.1673
N 0.9458 -1.2257 -0.4386

12
Properties=species:S:1:pos:R:3 method="wB97M-V/def2-TZVPD" orbital_gap_ev=9.12 spin_multiplicity=1 e_above_lowest_kj_mol=98.39 fmax_ev_per_a=3.84 e_homo_ev=-8.444
C 0.1300 -0.1465 -1.5712
C -1.6153 -0.0763 0.2519
C -0.4680 0.3152 -0.2997
S 0.3572 1.6885 0.4110
Cl 2.6212 -1.3280 1.5106
H 0.1215 0.5869 -2.2932
H -0.3650 -1.0517 -1.9002
H 1.1722 -0.4306 -1.3757
H -1.8810 0.5286 1.1916
H 2.6217 -0.9886 2.8009
H -2.2772 -0.7722 -0.1137
H -0.4173 1.6747 1.3877

Total energy in eV, matching the order above: -8841.8269 -8864.5748 -38828.7448 -9470.4090 -10638.2711 -26581.0765